Entry from OMol25: a cluster of 6 separate species, H12O6 in total at a distorted geometry (ωB97M-V/def2-TZVPD).

Properties
LUMO level = -0.06 eV
energy relative to the best compared isomer or geometry (same formula, charge and spin) = 37.5 kcal/mol
highest occupied orbital energy = -10.386 eV
SMILES = O.O.O.O.O.O
maximum force = 2.89 eV Å⁻¹

CARTESIAN COORDINATES (ANGSTROEM)
O (7.490, 4.734, 6.994)
H (7.474, 4.522, 6.000)
H (7.103, 3.880, 7.379)
O (7.418, 3.835, 4.574)
H (8.214, 3.427, 4.869)
H (7.338, 3.838, 3.587)
O (9.979, 6.217, 5.254)
H (10.564, 6.562, 4.592)
H (9.162, 5.923, 4.836)
O (4.527, 4.853, 8.684)
H (5.085, 5.188, 9.409)
H (4.926, 5.210, 7.913)
O (8.889, 6.245, 8.666)
H (9.752, 5.898, 8.513)
H (8.344, 5.881, 7.936)
O (10.518, 3.736, 6.028)
H (10.368, 4.671, 5.611)
H (10.963, 3.860, 6.876)

Atomic partial charges in e from the natural (NBO) method, atoms 1 to 4: O -0.997; H 0.492; H 0.489; O -0.972

Entry from OMol25: a cluster of 6 separate species, H12O6 in total (ωB97M-V/def2-TZVPD).

Properties
LUMO level = -0.15 eV
energy relative to the best compared isomer or geometry (same formula, charge and spin) = 29.4 kcal/mol
highest occupied orbital energy = -10.257 eV
SMILES = O.O.O.O.O.O
maximum force = 0.39 eV Å⁻¹

CARTESIAN COORDINATES (ANGSTROEM)
O (-1.301, 2.824, 3.275)
H (-1.370, 2.715, 4.226)
H (-0.832, 2.033, 2.976)
O (-0.567, 0.154, -0.267)
H (-0.282, 0.438, 0.608)
H (0.173, -0.354, -0.618)
O (0.155, 0.371, 3.115)
H (1.057, 0.039, 3.079)
H (-0.372, -0.371, 3.429)
O (2.492, -0.762, -1.698)
H (2.899, 0.078, -1.466)
H (3.228, -1.368, -1.831)
O (0.751, -1.810, -3.593)
H (1.322, -2.083, -4.315)
H (1.324, -1.325, -2.979)
O (-3.207, -0.276, -1.093)
H (-3.193, -0.073, -2.032)
H (-2.277, -0.231, -0.815)

Atomic partial charges in e from the natural (NBO) method, atoms 1 to 4: O -0.952; H 0.461; H 0.483; O -0.957

no.,orbital gap (hartree)
1,0.37941
2,0.37150